Density functional theory data (the ωB97M-V functional and the def2-TZVPD basis) for a cluster of 2 separate species, C3H8O2S in total.

The geometry in XYZ format:
```
14
C3H8O2S | the OMol25 dataset | the ωB97M-V functional and the def2-TZVPD basis
C -0.04422 -0.29829 -0.39485
O -1.18702 0.01905 -1.05772
C 0.03059 0.29206 1.04847
C 1.40488 0.88970 1.36800
S 2.13670 0.47066 2.96477
H 0.85322 0.12316 -0.89401
H 0.00552 -1.39694 -0.30220
H -0.78693 1.00070 1.16444
H -0.07800 -0.51634 1.77650
H 2.19336 0.49456 0.71203
H 1.38175 1.97394 1.25842
H -1.82855 -0.60912 -1.74426
H -1.59449 -1.30277 -3.12392
O -2.48682 -1.14036 -2.77568
```

Calculated values
Net charge: -1
LUMO level (alpha / beta): 2.97 / 0.77 eV
Multiplicity: 2
Expectation value of S²: 0.75
Frontier orbital gap (alpha / beta): 6.855 / 4.658 eV
E_HOMO (alpha / beta): -3.8862 / -3.8842 eV
Total energy: -667.7149 Eh


Density functional theory data (the ωB97M-V functional and the def2-TZVPD basis) for a cluster of 2 separate species, C3H8O2S in total.

The geometry in XYZ format:
```
14
C3H8O2S | the OMol25 dataset | the ωB97M-V functional and the def2-TZVPD basis
C 2.32420 0.92935 1.78312
C 0.75661 1.01491 1.98155
S -0.23814 1.32280 0.44417
H 2.69317 0.00777 1.10208
H 2.75916 1.79810 1.35144
H 2.90981 0.66042 2.69089
H 0.43097 1.58922 2.88187
H 0.52249 -0.11832 2.16433
H 0.00813 0.17430 -0.33065
O -0.44325 -2.12110 -0.76061
C -1.29704 -1.79796 -1.58552
O -1.08589 -0.87024 -2.50503
H -2.29586 -2.12037 -1.65364
H -1.68705 -0.10305 -2.26287
```

Calculated values
Structure (SMILES): O=CO.CCS
LUMO level: 0.42 eV
Frontier orbital gap: 9.347 eV
E_HOMO: -8.9303 eV
Total energy: -667.7149 Eh


Density functional theory data (the ωB97M-V functional and the def2-TZVPD basis) for a cluster of 2 separate species, C3H8O2Si in total.

The geometry in XYZ format:
```
14
C3H8O2Si | the OMol25 dataset | the ωB97M-V functional and the def2-TZVPD basis
C 0.20302 -1.40431 1.72860
C 0.23071 -0.12271 1.81490
C 1.00001 1.13277 -0.50125
O -0.09710 -0.85753 -2.19451
O -1.84779 0.81041 -0.67890
Si -0.51175 0.65213 -1.50984
H -0.09674 -1.94790 2.68456
H 0.29223 -2.00646 0.89089
H -0.02842 0.46055 2.67800
H 1.95661 0.58013 -0.45155
H 1.00948 2.00883 0.02223
H 0.82406 -1.04176 -1.96913
H -1.82892 0.52868 0.24978
H -1.10540 1.20717 -2.76378
```

Calculated values
LUMO level (alpha / beta): -0.69 / -0.55 eV
Frontier orbital gap (alpha / beta): 8.867 / 8.859 eV
E_HOMO (alpha / beta): -9.5532 / -9.4098 eV
Total energy: -558.9833 Eh


The records above yield energy above the lowest of the compared OMol25 structures with the same formula, charge and spin values of 58.7 173.4 439.1 kJ/mol, respectively.